Entry 1:
Formula: C38H36ClI2N3O6PS3
Source: the Open Molecules 2025 dataset
Level of theory: ωB97M-V/def2-TZVPD

Geometry as XYZ:
```
90
Properties=species:S:1:pos:R:3:mulliken_charge:R:1
C 1.30324 -4.17434 0.17140 -0.91
C 1.97849 -2.70298 -0.25099 -0.43
I 0.31018 -1.26491 0.12285 0.17
C 3.34239 -2.34097 0.57710 -0.98
I 4.31129 -4.31236 0.99971 0.17
C 4.46193 -1.47357 -0.24781 -0.27
N 4.20198 -1.14409 -1.73490 -0.24
P 3.02816 0.14071 -2.09198 0.31
S 3.62391 1.07978 -3.73824 -0.37
C 5.51938 -0.38715 -2.01266 -0.11
N 6.44597 -0.55370 -3.00869 -0.10
S 7.88038 0.48365 -3.11536 -0.11
N 5.47589 0.61831 -0.84322 -0.30
C 5.25282 -0.22065 0.43644 0.43
C 6.84383 -0.50983 0.86154 -1.24
C 7.01392 -1.52918 2.13157 -0.19
C 8.45156 -2.29993 1.95411 -0.56
Cl 8.32267 -3.92725 1.06215 -0.20
S 4.51044 0.94027 1.65775 1.61
C 2.65680 0.96046 1.83711 -0.71
O 4.91654 2.39884 1.20378 -0.67
O 5.08231 0.83459 3.12675 -0.68
H 1.72534 -5.06886 -0.45215 0.40
H 0.16021 -4.06679 -0.15922 0.06
H 1.27220 -4.34704 1.33075 0.36
H 2.11528 -2.76569 -1.42467 0.37
H 3.10622 -1.91355 1.64410 0.71
H 5.35645 -2.25597 -0.38996 0.43
H 2.91604 1.17482 -1.09596 0.09
H 1.71016 -0.39634 -2.45936 0.18
H 6.28414 -1.33429 -3.69531 0.33
H 8.04496 0.86221 -4.44304 0.25
H 6.44019 1.02288 -0.71635 0.45
H 7.32658 0.52738 1.20369 0.43
H 7.39989 -0.98590 -0.06194 0.38
H 6.09839 -2.22410 2.34657 0.15
H 7.12659 -0.83787 3.09870 0.32
H 9.12137 -1.59454 1.26221 0.28
H 9.04265 -2.36780 2.98364 0.38
H 2.04812 1.29247 0.89541 0.07
H 2.40966 1.77228 2.67843 0.41
H 2.17631 -0.04374 2.25045 0.35
C -4.41252 2.38492 0.61861 -0.17
C -3.31342 1.54692 0.80506 -0.50
C -2.05723 2.09238 1.07474 -0.48
C -1.89684 3.48149 1.14629 0.20
C -2.99082 4.31988 0.93553 0.27
C -4.25429 3.77005 0.68249 -0.82
C -2.82348 5.78736 0.95948 0.50
O -3.78466 6.52453 0.77796 -0.68
C -1.48040 6.35309 1.19646 0.23
C -1.29666 7.74164 1.16432 -0.59
C -0.03230 8.28558 1.40063 -0.46
C 1.04727 7.44752 1.67821 -0.56
C 0.86827 6.06366 1.70531 -0.51
C -0.39644 5.51523 1.45419 0.27
C -0.56801 4.04898 1.44976 0.41
O 0.38126 3.31153 1.68905 -0.61
H -5.39335 1.95963 0.41755 0.27
H -3.43432 0.46772 0.74267 0.53
H -1.20475 1.43186 1.22435 0.47
H -5.11567 4.41808 0.53044 0.45
H -2.13495 8.40312 0.95149 0.46
H 0.10922 9.36378 1.37002 0.39
H 2.03076 7.87130 1.86947 0.40
H 1.71679 5.41542 1.91789 0.50
C -3.98294 -5.85422 -1.86030 -0.61
C -3.15487 -4.80658 -1.45813 -0.31
C -3.70768 -3.57148 -1.11579 -0.62
C -5.09275 -3.37932 -1.18744 0.15
C -5.91827 -4.41925 -1.61309 0.28
C -5.36319 -5.66351 -1.93929 -0.57
C -7.37544 -4.21278 -1.73998 0.60
O -8.10172 -5.12684 -2.11041 -0.68
C -7.94311 -2.88721 -1.42264 0.43
C -9.31503 -2.66068 -1.59399 -0.72
C -9.86228 -1.41390 -1.28353 -0.44
C -9.04519 -0.39549 -0.79354 -0.54
C -7.67725 -0.61663 -0.62717 -0.23
C -7.12381 -1.86229 -0.95179 -0.09
C -5.67023 -2.07504 -0.80624 0.33
O -4.95066 -1.17906 -0.38007 -0.64
H -3.55303 -6.81959 -2.11828 0.39
H -2.07795 -4.95143 -1.40878 0.29
H -3.05552 -2.75974 -0.79771 0.63
H -6.00281 -6.48419 -2.25932 0.47
H -9.96048 -3.45146 -1.97303 0.47
H -10.92692 -1.23854 -1.42228 0.39
H -9.47241 0.57353 -0.54476 0.41
H -7.04476 0.18472 -0.24879 0.60
```

Values from the calculation:
M in g mol⁻¹: 1047.2
LUMO energy in eV: -4.65
Total charge: +1
DFT total energy in a.u.: -4676.31899
Energy relative to the best compared isomer or geometry (same formula, charge and spin) in kcal/mol: 113.8

=====

Entry 2:
Formula: C38H36ClN9O6Tm
Source: the Open Molecules 2025 dataset
Level of theory: ωB97M-V/def2-TZVPD

Geometry as XYZ:
```
91
Properties=species:S:1:pos:R:3:mulliken_charge:R:1
Tm 0.36198 1.55945 0.58389 0.40
O -3.79206 0.80141 1.71815 -0.72
C -2.59336 1.02326 1.65606 -0.02
N -1.89138 1.36387 0.54822 1.59
C -2.71105 1.39713 -0.64669 -1.82
C -1.90330 1.56833 -1.90176 0.48
C -2.56515 1.61725 -3.12408 -1.06
C -1.84248 1.77740 -4.28599 -0.61
C -0.45797 1.88889 -4.20684 -1.16
C 0.12552 1.82260 -2.96743 -0.27
N -0.57046 1.66493 -1.82760 0.84
C -1.76992 0.95780 2.92309 0.63
C -2.42486 0.96663 4.13794 -1.03
C -1.66838 0.88611 5.29451 -0.35
C -0.28659 0.80012 5.18945 -1.00
C 0.28638 0.82639 3.93469 -0.19
N -0.43603 0.90459 2.81493 0.43
H -3.45508 2.19605 -0.58653 0.69
H -3.29715 0.47751 -0.73197 0.54
H -3.64509 1.52703 -3.14107 0.58
H -2.34457 1.81486 -5.24530 0.43
H 0.15357 2.02195 -5.08887 0.51
H 1.20160 1.90024 -2.86923 0.44
H -3.50551 1.02034 4.14393 0.56
H -2.14752 0.89726 6.26683 0.45
H 0.34410 0.73882 6.06431 0.45
H 1.36148 0.80468 3.81558 0.45
O 6.18387 3.41668 1.83700 -0.54
C 6.27228 2.35202 1.07191 0.44
O 7.33209 1.88087 0.76174 -0.56
C 4.99446 1.76342 0.49954 -0.16
C 4.99657 0.82620 -0.51928 0.32
Cl 6.34612 0.28714 -1.38004 -0.15
N 3.72238 0.44302 -0.78332 -0.43
N 2.86747 1.13884 0.00638 1.20
C 3.62153 1.92783 0.77986 -0.39
C 2.91556 2.80043 1.80750 0.94
O 3.53959 3.63520 2.43587 -0.87
O 1.66057 2.57414 1.93127 -0.48
C 3.20142 -0.57802 -1.67943 0.60
C 1.83439 -0.62699 -1.89272 0.88
C 1.25856 -1.58110 -2.71119 -0.22
C 2.05631 -2.52609 -3.33657 -0.97
C 3.42351 -2.49787 -3.11376 -0.92
C 4.00157 -1.53978 -2.29046 -0.82
H 5.24209 3.63293 2.06800 0.41
H 1.19247 0.05198 -1.39117 -0.43
H 0.17980 -1.58582 -2.84423 0.58
H 1.61715 -3.27983 -3.97937 0.47
H 4.06561 -3.23375 -3.58285 0.42
H 5.06190 -1.56994 -2.13314 0.40
C -5.16559 -4.39285 -0.35751 -1.04
C -3.91022 -5.00246 -0.96801 -0.67
N -2.68813 -4.59566 -0.25417 0.25
C -2.34241 -5.35676 0.94835 -0.64
C -1.65039 -6.68368 0.65093 -1.20
C -2.05389 -3.48392 -0.68419 0.29
O -2.46369 -2.78831 -1.60961 -0.72
C -0.80343 -3.00999 0.02065 -0.10
C 0.31377 -3.75934 0.34977 0.59
C 1.43828 -3.11486 0.85065 -1.66
C 1.40964 -1.74738 0.99963 -0.53
N 0.32888 -1.00939 0.69508 0.67
C -0.74451 -1.63901 0.22422 -0.72
H -6.04627 -4.71299 -0.91804 0.39
H -5.11215 -3.30339 -0.39602 0.26
H -5.30420 -4.69786 0.68173 0.30
H -3.81042 -4.68182 -1.99818 0.38
H -3.95574 -6.09117 -0.95593 0.34
H -3.26802 -5.54633 1.49107 0.35
H -1.73250 -4.74048 1.60380 0.44
H -2.32371 -7.37617 0.14296 0.38
H -1.32671 -7.15816 1.58075 0.38
H -0.77801 -6.54328 0.00882 0.29
H 0.34206 -4.82935 0.18179 0.32
H 2.33494 -3.66818 1.10151 0.48
H 2.27792 -1.21116 1.36654 0.59
H -1.59627 -1.03337 -0.05046 0.55
N -1.51153 4.34164 1.50267 -0.17
C -0.55957 4.83023 0.65432 0.70
C -0.35189 6.21640 0.54557 -1.09
C 0.62278 6.69000 -0.29217 -0.32
C 1.38121 5.78686 -1.04261 -1.20
C 1.11768 4.45751 -0.87942 0.10
N 0.18461 3.95629 -0.04348 0.22
H -2.09027 5.00663 1.97799 0.23
H -1.95142 3.47278 1.24615 0.04
H -0.97570 6.88839 1.12462 0.39
H 0.79268 7.75641 -0.38368 0.44
H 2.16244 6.11535 -1.71577 0.47
H 1.69573 3.72242 -1.43006 0.24
```

Values from the calculation:
<S²>: 2.002
M in g mol⁻¹: 919.2
Multiplicity: 3
LUMO energy (spin up / spin down) in eV: -2.51 / -2.50
Total charge: +1
DFT total energy in a.u.: -3959.40048